Here is a molecular structure, C41H40Cr2N8O3 in a non-equilibrium geometry from OMol25. Energies are from the ωB97M-V functional and the def2-TZVPD basis.

Its net charge is +2. For the energy relative to the best compared isomer or geometry (same formula, charge and spin), the calculation gives 4.764 eV. Its spin multiplicity is 9. Its frontier orbital gap (spin up / spin down) is 5.760 / 5.506 eV.

The geometry in XYZ format:
```
94
Properties=species:S:1:pos:R:3:lowdin_spin:R:1
Cr 2.46317 2.55655 1.44095 3.9122
Cr 2.01380 0.64449 -2.00804 3.8533
C 0.68545 0.39075 0.01355 0.0235
O 0.95801 1.20050 1.00285 0.0639
O 1.43305 -0.58452 -0.32756 0.0182
O 0.20347 0.97642 -1.05232 0.0249
N -3.72554 2.30380 -0.02734 0.0000
C -2.62838 2.09044 0.68673 0.0001
C -2.55541 1.09725 1.66310 0.0001
C -3.61766 0.24832 1.82120 0.0000
C -4.81273 0.51059 1.15274 0.0000
C -4.80421 1.51389 0.20313 0.0000
H -1.85014 2.83164 0.53135 0.0001
H -1.63739 0.98336 2.22923 0.0001
H -3.50420 -0.61258 2.46862 0.0000
H -5.63224 -0.16006 1.36983 0.0000
H -5.72038 1.78243 -0.30471 0.0000
N 1.89434 -1.05493 -3.32609 0.0146
C 3.00335 -1.55338 -3.92639 0.0157
C 2.98659 -2.71617 -4.68298 0.0010
C 1.79967 -3.45329 -4.69609 0.0059
C 0.65282 -2.94136 -4.11934 -0.0006
C 0.75676 -1.75870 -3.42669 0.0067
H 3.91966 -0.98429 -3.83556 0.0043
H 3.87041 -3.08967 -5.17700 -0.0001
H 1.81221 -4.45215 -5.11322 0.0003
H -0.29927 -3.43520 -4.24401 -0.0001
H -0.06690 -1.31114 -2.88430 0.0008
N 0.63694 -4.86989 0.58158 0.0000
C 1.12319 -5.98787 -0.00877 0.0000
C 2.25250 -6.07124 -0.80321 0.0000
C 2.96265 -4.90686 -1.04401 0.0000
C 2.48626 -3.74168 -0.49234 0.0001
C 1.36759 -3.75772 0.32333 -0.0001
H 0.65543 -6.91232 0.30657 0.0000
H 2.62146 -7.04792 -1.08339 0.0000
H 3.89992 -4.89585 -1.58636 0.0000
H 3.03226 -2.81925 -0.65141 0.0001
H 1.01591 -2.83161 0.75545 0.0000
N 1.01524 4.15485 1.01690 -0.0212
C 0.22785 4.96922 1.76065 0.0026
C -0.73222 5.79764 1.20696 -0.0016
C -0.88187 5.83087 -0.16860 0.0060
C -0.14199 4.97637 -0.95740 -0.0008
C 0.84263 4.22920 -0.32126 0.0127
H 0.28707 4.89001 2.83592 0.0000
H -1.36915 6.43597 1.80156 -0.0003
H -1.69360 6.38096 -0.62913 0.0003
H -0.11631 5.05148 -2.03483 -0.0002
H 1.51871 3.65521 -0.94794 0.0068
N 1.81771 2.71959 3.52278 -0.0038
C 0.53267 2.60279 3.87395 0.0041
C 0.04291 2.57088 5.16330 -0.0015
C 1.00291 2.62327 6.17046 0.0064
C 2.34330 2.83439 5.86926 -0.0005
C 2.69460 2.93060 4.53053 0.0115
H -0.20488 2.40164 3.10272 0.0000
H -1.01988 2.53028 5.34073 -0.0002
H 0.69830 2.66673 7.20978 0.0003
H 3.09218 2.89155 6.64392 -0.0002
H 3.73460 3.01494 4.23869 0.0030
N -4.25330 -2.91821 -1.15550 0.0000
C -3.19991 -2.15247 -0.87683 0.0000
C -1.86443 -2.48861 -1.14293 0.0001
C -1.63607 -3.73747 -1.65975 0.0000
C -2.68576 -4.58778 -1.96829 0.0000
C -3.95638 -4.10892 -1.69929 0.0000
H -3.35940 -1.16945 -0.44769 0.0000
H -1.07918 -1.80851 -0.83987 0.0001
H -0.60332 -4.01605 -1.84667 0.0000
H -2.47567 -5.53322 -2.44548 0.0000
H -4.76978 -4.77818 -1.96215 0.0000
N 1.38922 1.83124 -3.69601 0.0024
C 2.18759 2.40050 -4.63860 0.0125
C 1.74096 3.09905 -5.73331 -0.0005
C 0.37974 3.37073 -5.86363 0.0077
C -0.44148 2.85979 -4.87890 -0.0015
C 0.07956 2.11207 -3.82733 0.0074
H 3.24705 2.21578 -4.51088 0.0029
H 2.45800 3.52370 -6.42155 -0.0002
H 0.00872 3.86113 -6.75234 0.0004
H -1.52115 2.92482 -4.89844 -0.0003
H -0.61468 1.69791 -3.10638 0.0003
N -1.02973 -1.53884 5.90176 0.0000
C -1.51406 -2.05860 4.77110 0.0000
C -0.87859 -2.02138 3.54833 0.0000
C 0.34427 -1.35991 3.48464 0.0000
C 0.91604 -0.88092 4.65875 0.0000
C 0.19138 -1.00253 5.83908 0.0000
H -2.49996 -2.51309 4.74516 0.0000
H -1.25231 -2.41830 2.61242 0.0000
H 0.96655 -1.23258 2.60690 0.0000
H 1.84033 -0.34512 4.47850 0.0000
H 0.54249 -0.56582 6.76715 0.0000
```

Here is a molecular structure, C4H2I6O2 in a non-equilibrium geometry from OMol25. Energies are from the ωB97M-V functional and the def2-TZVPD basis.

For the energy relative to the best compared isomer or geometry (same formula, charge and spin), the calculation gives 0.000 eV. Its frontier orbital gap (spin up / spin down) is 7.030 / 7.490 eV.

The geometry in XYZ format:
```
14
Properties=species:S:1:pos:R:3:mulliken_charge:R:1
C 0.34615 -1.24700 -0.50207 -0.5226
C 1.40911 -0.21241 -0.12982 -0.2345
C -1.62972 -0.45942 0.52149 -0.2261
C -0.04379 1.69668 -0.04665 -0.3125
O -0.65747 -1.39428 0.48439 -0.1961
O 1.13560 1.10834 -0.45005 -0.1596
I 3.18627 -0.62505 -1.31943 0.1342
I 1.89848 -0.51286 1.99581 0.1714
I -2.33602 -0.09454 2.44697 0.1746
I -3.01736 -0.42621 -1.06728 0.1251
I -1.03490 2.62839 -1.65731 0.1264
I 0.01332 2.76127 1.77730 0.1683
H -0.08608 -0.98895 -1.48005 0.3285
H 0.81641 -2.23395 -0.57330 0.4228
```